The following is a DFT calculation (wB97M-V/def2-TZVPD) of a structure of composition C46H49N4O2P2Si2Ti.

Charge   +1
Frontier orbital gap   7.7 eV
Lowest unoccupied orbital energy   -0.111 Ha

Structure (XYZ):
```
106
Properties=species:S:1:pos:R:3:forces:R:3
Ti -0.5268 0.5236 0.2952 -0.887 0.606 -1.328
C -3.9580 -0.9965 0.1996 -0.285 -0.037 -0.046
Si -2.4718 -1.9900 -0.2786 -0.090 0.082 0.047
C -2.8554 -3.2865 -1.5411 0.028 -0.099 -0.323
C -1.7328 -2.8412 1.2068 0.052 -0.050 0.203
N -1.3221 -0.7519 -0.8815 0.198 -0.434 -0.177
P -0.0893 -0.7945 -1.9787 0.230 -0.499 0.573
C 0.8931 0.5579 -1.3272 0.444 -0.030 -0.299
P 0.3483 2.3518 -1.4826 0.093 -0.419 -0.401
N -1.0131 2.1487 -0.4281 0.262 0.385 0.621
Si -1.8030 3.5594 0.3284 0.175 0.073 0.187
C -1.4034 3.5498 2.1477 -0.137 -0.023 0.227
C -1.1076 5.0852 -0.4593 0.088 0.117 -0.293
C -3.6277 3.4277 0.0832 -0.318 -0.015 -0.083
C 2.3992 0.4370 -1.3816 -0.065 0.111 0.128
C 3.1789 1.0157 -0.3739 -0.030 -0.144 -0.142
C 4.5632 0.9432 -0.4106 -0.020 -0.001 0.011
C 5.2048 0.2909 -1.4561 0.046 -0.005 0.005
C 4.4483 -0.2734 -2.4711 -0.058 -0.005 -0.012
C 3.0611 -0.1923 -2.4348 -0.026 0.070 -0.046
C -0.3910 2.4059 -3.1511 -0.147 -0.054 0.040
C 0.5064 2.4352 -4.2210 -0.068 0.007 -0.015
C 0.0314 2.5032 -5.5219 -0.051 -0.001 0.033
C -1.3405 2.5692 -5.7570 0.083 0.008 -0.036
C -2.2312 2.5646 -4.6939 -0.063 0.009 0.031
C -1.7585 2.4777 -3.3891 0.030 0.063 -0.008
C 0.8464 -2.3292 -1.7132 -0.047 -0.062 -0.053
C 1.6236 -2.4623 -0.5568 -0.036 -0.084 -0.188
C 2.2416 -3.6653 -0.2674 0.042 -0.050 0.045
C 2.0805 -4.7567 -1.1162 0.027 0.014 0.052
C 1.3119 -4.6342 -2.2615 -0.014 -0.022 -0.050
C 0.6996 -3.4233 -2.5638 -0.025 0.027 0.041
C -0.7620 -0.9059 -3.6395 0.039 0.359 -0.091
C 0.0582 -1.1833 -4.7355 -0.043 0.015 -0.072
C -0.5001 -1.3450 -5.9933 0.047 0.010 0.031
C -1.8744 -1.2214 -6.1643 -0.024 0.007 -0.002
C -2.6870 -0.9109 -5.0835 -0.013 -0.011 -0.058
C -2.1311 -0.7393 -3.8245 0.010 -0.043 -0.015
H -4.6683 -1.5957 0.7828 0.095 0.084 -0.110
H -4.4812 -0.6120 -0.6836 0.051 -0.009 0.116
H -3.6683 -0.1529 0.8293 -0.052 0.035 0.052
H -3.5750 -3.9834 -1.0928 0.107 0.087 -0.057
H -1.9594 -3.8570 -1.8092 -0.128 0.019 0.025
H -3.2981 -2.8891 -2.4575 0.023 -0.056 0.058
H -1.9782 -3.9085 1.1898 0.023 0.106 0.011
H -2.1322 -2.4256 2.1372 0.078 -0.051 -0.051
H -0.6431 -2.7621 1.2274 0.001 -0.048 0.025
H -0.3778 3.2228 2.3408 0.005 0.042 0.042
H -2.0954 2.9000 2.6970 0.127 0.071 -0.020
H -1.5091 4.5615 2.5573 0.007 -0.122 -0.040
H -0.0739 5.2568 -0.1459 -0.073 0.027 -0.045
H -1.7034 5.9613 -0.1784 0.079 -0.110 -0.011
H -1.1233 5.0103 -1.5553 0.002 0.084 0.163
H -3.9833 2.4038 0.2366 -0.006 0.087 0.004
H -3.9258 3.7563 -0.9178 -0.013 -0.073 0.095
H -4.1362 4.0705 0.8126 0.034 -0.088 -0.125
H 2.6921 1.5211 0.4448 -0.046 0.092 0.133
H 5.1459 1.3996 0.3821 -0.058 -0.026 -0.049
H 6.2873 0.2330 -1.4843 -0.099 0.006 0.005
H 4.9382 -0.7706 -3.3007 -0.054 0.028 0.040
H 2.4862 -0.6147 -3.2508 0.056 0.001 0.028
H 1.5765 2.4060 -4.0296 -0.051 -0.004 -0.032
H 0.7261 2.5185 -6.3540 -0.039 0.002 0.050
H -1.7121 2.6374 -6.7740 0.036 -0.015 0.085
H -3.2987 2.6203 -4.8842 0.094 0.007 0.037
H -2.4488 2.4580 -2.5502 0.015 -0.020 -0.080
H 1.7801 -1.6182 0.0958 -0.006 0.153 0.135
H 2.8659 -3.7518 0.6169 -0.081 0.020 -0.086
H 2.5608 -5.6991 -0.8819 -0.015 0.042 -0.023
H 1.1834 -5.4801 -2.9276 0.019 0.069 0.053
H 0.1038 -3.3406 -3.4637 -0.005 -0.051 0.062
H 1.1298 -1.2906 -4.6137 -0.061 -0.015 -0.005
H 0.1386 -1.5689 -6.8394 -0.047 0.012 0.046
H -2.3086 -1.3547 -7.1488 0.021 0.004 0.072
H -3.7553 -0.7917 -5.2216 0.062 -0.003 0.008
H -2.7573 -0.4652 -2.9847 0.002 -0.045 -0.011
O -3.2307 0.2297 3.4173 0.151 0.012 -0.015
C -2.0322 0.1757 3.3959 0.181 -0.116 0.028
N -1.1631 0.0114 4.4435 0.032 0.020 -0.098
C 0.2449 -0.0740 4.0637 -0.004 0.227 0.005
C 0.0473 0.1062 2.5689 0.071 0.181 0.094
O 0.9322 0.1957 1.6526 0.129 -0.166 0.619
N -1.2205 0.2706 2.2208 0.206 -0.173 0.330
C 0.8618 -1.4128 4.4531 -0.026 0.011 -0.118
C 1.3335 -2.3269 3.5185 -0.047 0.023 0.019
C 1.8489 -3.5498 3.9365 0.006 -0.005 0.014
C 1.8980 -3.8598 5.2866 -0.034 0.053 0.001
C 1.4404 -2.9386 6.2238 0.024 -0.040 -0.002
C 0.9294 -1.7203 5.8084 0.035 0.027 0.104
C 1.0838 1.1256 4.5569 -0.116 -0.108 -0.070
C 2.4651 1.1084 4.3691 -0.015 -0.027 -0.023
C 3.2318 2.1977 4.7537 -0.020 -0.012 0.021
C 2.6265 3.3103 5.3295 -0.031 -0.040 -0.012
C 1.2526 3.3294 5.5149 -0.033 -0.053 -0.017
C 0.4785 2.2403 5.1245 0.035 -0.005 -0.010
H -1.5014 -0.2659 5.3479 -0.045 -0.010 0.067
H 1.3132 -2.0887 2.4615 0.013 -0.038 0.033
H 2.2118 -4.2631 3.2038 -0.044 0.073 0.051
H 2.2923 -4.8141 5.6116 0.004 0.037 -0.005
H 1.4911 -3.1684 7.2816 -0.013 0.008 -0.066
H 0.5998 -0.9950 6.5490 0.028 -0.065 -0.076
H 2.9413 0.2411 3.9224 -0.038 0.051 0.047
H 4.3064 2.1738 4.6144 -0.071 0.008 -0.003
H 3.2254 4.1583 5.6367 -0.002 -0.030 -0.014
H 0.7747 4.1923 5.9649 0.035 -0.068 -0.030
H -0.5950 2.2624 5.2655 0.040 0.011 -0.009
```
Positions in Å, forces in eV/Å.